# 1
{"formula": "C40H43F11N2O6S2SeTi", "method": "ωB97M-V with the def2-TZVPD basis set", "elements": ["Ti", "C", "C", "C", "C", "C", "C", "C", "C", "C", "C", "C", "C", "C", "C", "C", "C", "C", "H", "H", "H", "H", "H", "H", "H", "H", "H", "H", "H", "H", "H", "H", "H", "H", "H", "H", "H", "H", "H", "H", "H", "H", "H", "H", "H", "H", "H", "F", "C", "F", "F", "S", "O", "O", "N", "S", "O", "O", "C", "F", "F", "F", "F", "C", "C", "F", "C", "F", "C", "Se", "C", "F", "C", "F", "C", "C", "C", "C", "C", "C", "N", "C", "C", "C", "C", "C", "C", "C", "O", "O", "C", "C", "H", "H", "H", "H", "H", "H", "H", "H", "H", "H", "H", "H", "H", "H"], "xyz": [[0.309, 0.290, 0.142], [0.131, -1.913, 1.285], [0.644, -0.725, 1.992], [-0.556, -0.248, 2.782], [-1.578, -1.117, 2.532], [-1.163, -2.162, 1.634], [-1.946, -3.418, 1.311], [-1.644, -4.419, 2.439], [-1.498, -4.006, -0.030], [-3.456, -3.158, 1.284], [-0.778, 0.946, 3.735], [-0.761, 0.402, 5.174], [-2.172, 1.542, 3.474], [0.252, 2.093, 3.626], [2.024, -1.048, 2.674], [2.998, -1.706, 1.682], [1.755, -2.074, 3.788], [2.724, 0.150, 3.313], [0.751, -2.586, 0.715], [-2.580, -1.028, 2.932], [-0.577, -4.658, 2.474], [-2.202, -5.347, 2.276], [-1.934, -4.010, 3.411], [-0.472, -4.382, 0.019], [-1.547, -3.260, -0.825], [-2.145, -4.842, -0.305], [-3.828, -2.878, 2.275], [-3.978, -4.070, 0.982], [-3.722, -2.367, 0.586], [-1.468, -0.424, 5.291], [-1.039, 1.199, 5.871], [0.232, 0.043, 5.454], [-2.976, 0.836, 3.696], [-2.269, 1.861, 2.436], [-2.315, 2.416, 4.114], [0.964, 1.942, 2.833], [0.809, 2.212, 4.559], [-0.244, 3.039, 3.417], [2.742, -2.752, 1.496], [4.005, -1.693, 2.106], [3.040, -1.195, 0.726], [1.325, -2.992, 3.379], [1.061, -1.683, 4.534], [2.693, -2.330, 4.293], [2.904, 0.952, 2.598], [3.693, -0.177, 3.702], [2.155, 0.556, 4.149], [-2.495, 2.492, -2.405], [-3.323, 1.890, -1.573], [-3.450, 2.573, -0.448], [-4.508, 1.749, -2.146], [-2.729, 0.187, -1.156], [-1.695, 0.366, -0.082], [-3.921, -0.479, -0.763], [-2.064, -0.394, -2.450], [-0.474, -0.367, -2.471], [0.060, 0.962, -2.566], [0.075, -1.152, -1.332], [-0.203, -1.448, -3.944], [-0.714, -2.643, -3.660], [-0.837, -0.910, -4.969], [1.079, -1.536, -4.167], [4.277, 6.679, -0.926], [3.322, 5.788, -0.679], [2.304, 5.594, -1.588], [2.278, 6.304, -2.717], [1.320, 4.666, -1.323], [0.356, 4.534, -2.238], [1.317, 3.899, -0.167], [-0.170, 2.753, 0.133], [2.341, 4.133, 0.731], [2.421, 3.455, 1.881], [3.338, 5.056, 0.487], [4.321, 5.238, 1.370], [1.200, 2.595, -5.820], [2.322, 1.600, -5.626], [2.483, 0.555, -6.526], [3.516, -0.360, -6.369], [4.371, -0.249, -5.288], [4.221, 0.794, -4.380], [5.209, 0.897, -3.357], [5.197, 1.366, -2.048], [6.407, 1.951, -1.628], [6.566, 2.510, -0.383], [5.511, 2.508, 0.530], [4.335, 1.906, 0.155], [4.146, 1.307, -1.104], [2.911, 0.530, -1.318], [2.714, -0.190, -2.242], [1.969, 0.616, -0.278], [3.217, 1.749, -4.556], [3.089, 2.950, -3.660], [0.499, 2.239, -6.574], [1.581, 3.565, -6.151], [0.652, 2.767, -4.893], [1.795, 0.461, -7.360], [3.645, -1.167, -7.080], [5.166, -0.972, -5.134], [6.137, 0.735, -3.704], [7.223, 1.989, -2.341], [7.512, 2.975, -0.125], [5.617, 2.950, 1.513], [3.522, 1.853, 0.859], [4.008, 3.163, -3.123], [2.293, 2.804, -2.924], [2.831, 3.835, -4.242]], "mulliken_charge": [-1.113, -1.123, 2.354, -0.125, -1.275, -0.190, 1.866, -1.785, -1.705, -1.591, 2.850, -1.856, -1.784, -1.752, 2.493, -1.547, -1.683, -1.470, 0.275, 0.354, 0.283, 0.480, 0.332, 0.296, 0.231, 0.516, 0.331, 0.476, 0.217, 0.236, 0.516, 0.397, 0.327, 0.375, 0.528, -0.235, 0.365, 0.271, 0.300, 0.493, 0.026, 0.211, 0.238, 0.510, -0.097, 0.654, 0.239, -0.232, 0.530, -0.167, -0.209, 1.235, -0.055, -0.691, -0.764, 0.899, -0.131, -0.616, 0.361, -0.190, -0.194, -0.107, -0.333, 0.997, 0.125, -0.400, 0.198, -0.461, -0.051, -0.223, 0.485, -0.482, 0.023, -0.407, -1.726, 1.343, -0.850, -0.838, -0.795, -0.432, 0.058, 0.409, -0.739, -1.101, -0.279, 0.861, 0.701, 0.266, -0.572, 1.657, 1.457, -1.570, 0.419, 0.364, 0.193, 0.395, 0.392, 0.457, 0.315, 0.412, 0.386, 0.531, -1.620, 0.561, -0.265, 0.760], "de_lowest_kj_mol": 296.94, "homo_lumo_gap_ev": 7.2, "lumo_energy_ev": -0.8082}

# 2
{"formula": "C3H7NO2", "method": "ωB97M-V with the def2-TZVPD basis set", "elements": ["N", "C", "O", "H", "C", "C", "O", "H", "H", "H", "H", "H", "H"], "xyz": [[-0.878, -1.424, -1.215], [-0.755, -0.350, -1.790], [-0.748, 0.570, -2.515], [-0.518, -1.532, -0.263], [-0.462, 0.890, 0.289], [0.888, 0.230, 0.673], [0.551, -0.998, 1.307], [-1.332, 0.177, -0.158], [-0.941, 1.171, 1.215], [-0.197, 1.830, -0.235], [1.582, 0.059, -0.173], [1.457, 0.877, 1.372], [1.353, -1.501, 1.494]], "mulliken_charge": [-0.668, 0.699, -0.448, 0.431, -1.175, -0.269, -0.557, 0.335, 0.357, 0.345, 0.304, 0.345, 0.302], "de_lowest_kj_mol": 224.64, "homo_lumo_gap_ev": 11.1, "lumo_energy_ev": 0.6584, "smiles": "N=C=O.CCO"}

# 3
{"formula": "C41H40N2O3", "method": "ωB97M-V with the def2-TZVPD basis set", "elements": ["N", "C", "C", "C", "C", "C", "C", "C", "C", "C", "O", "C", "O", "N", "C", "O", "H", "H", "H", "H", "H", "H", "H", "H", "H", "H", "C", "C", "C", "C", "C", "C", "H", "H", "H", "H", "H", "H", "C", "C", "C", "C", "C", "C", "H", "H", "H", "H", "H", "H", "C", "C", "C", "C", "C", "C", "H", "H", "H", "H", "H", "H", "C", "C", "C", "C", "C", "C", "H", "H", "H", "H", "H", "H", "C", "C", "C", "C", "C", "C", "H", "H", "H", "H", "H", "H"], "xyz": [[-3.717, 1.543, 1.001], [-3.123, 1.417, -0.384], [-1.492, 1.562, -0.459], [-0.695, 0.376, -1.329], [0.963, 0.453, -1.513], [1.706, 1.707, -0.757], [0.956, 2.885, 0.102], [-0.679, 2.832, 0.250], [-1.404, 4.049, 1.074], [-1.524, 5.327, 0.005], [-1.960, 6.546, 0.344], [2.085, 3.933, 0.666], [2.004, 5.221, 1.021], [3.338, 3.032, 0.629], [3.280, 2.147, -0.628], [4.238, 1.809, -1.494], [-4.168, 2.506, 1.018], [-4.557, 0.892, 1.071], [-3.422, 0.332, -0.776], [-3.670, 2.178, -1.098], [-1.310, -0.507, -1.840], [1.595, -0.319, -2.125], [-2.431, 3.778, 1.566], [-0.666, 4.386, 1.949], [-1.201, 5.123, -1.125], [3.439, 2.409, 1.482], [0.751, -0.293, 5.155], [-0.422, -1.016, 4.936], [-1.298, -0.633, 3.921], [-1.004, 0.476, 3.127], [0.164, 1.204, 3.353], [1.042, 0.819, 4.365], [1.437, -0.595, 5.942], [-0.652, -1.879, 5.556], [-2.210, -1.199, 3.748], [-1.685, 0.773, 2.334], [0.390, 2.072, 2.738], [1.953, 1.386, 4.539], [2.972, -2.095, -4.556], [1.703, -1.691, -4.969], [0.954, -2.503, -5.820], [1.476, -3.719, -6.262], [2.749, -4.119, -5.856], [3.496, -3.309, -5.002], [3.553, -1.466, -3.888], [1.297, -0.742, -4.627], [-0.036, -2.189, -6.139], [0.892, -4.353, -6.923], [3.158, -5.064, -6.205], [4.487, -3.622, -4.684], [-1.603, -2.838, 1.386], [-2.872, -2.434, 0.973], [-3.621, -3.246, 0.122], [-3.098, -4.462, -0.320], [-1.826, -4.862, 0.086], [-1.078, -4.052, 0.940], [-1.022, -2.208, 2.054], [-3.278, -1.485, 1.315], [-4.611, -2.932, -0.197], [-3.683, -5.096, -0.981], [-1.416, -5.807, -0.263], [-0.087, -4.365, 1.258], [8.919, 5.001, -3.461], [7.845, 4.858, -4.340], [6.682, 4.213, -3.922], [6.593, 3.707, -2.625], [7.670, 3.842, -1.749], [8.832, 4.490, -2.166], [9.823, 5.510, -3.785], [7.915, 5.251, -5.352], [5.844, 4.105, -4.606], [5.686, 3.206, -2.298], [7.603, 3.442, -0.740], [9.670, 4.597, -1.483], [-7.836, -3.638, 3.930], [-7.243, -2.923, 4.970], [-5.878, -2.639, 4.932], [-5.105, -3.074, 3.856], [-5.696, -3.797, 2.820], [-7.062, -4.078, 2.856], [-8.901, -3.853, 3.956], [-7.845, -2.586, 5.810], [-5.417, -2.079, 5.741], [-4.042, -2.851, 3.825], [-5.092, -4.141, 1.984], [-7.523, -4.639, 2.047]], "mulliken_charge": [-0.595, -0.685, 0.664, -0.690, -0.533, 0.146, 0.444, 0.273, -0.699, 0.045, -0.516, 0.233, -0.514, -0.376, 0.207, -0.559, 0.282, 0.237, 0.265, 0.331, 0.210, 0.427, 0.335, 0.356, 0.296, 0.350, -0.450, -0.541, -0.668, -0.417, -0.082, -0.551, 0.369, 0.389, 0.754, 0.574, 0.234, 0.380, -0.295, -0.387, -0.473, -0.358, -0.325, -0.467, 0.438, 0.468, 0.359, 0.354, 0.348, 0.354, -0.284, 0.295, -1.176, -0.276, -0.425, -0.605, 0.196, 0.646, 0.440, 0.408, 0.375, 0.407, -0.425, -0.316, -0.532, 0.052, -0.496, -0.333, 0.342, 0.352, 0.357, 0.324, 0.360, 0.352, -0.365, -0.415, -0.408, -0.286, -0.302, -0.523, 0.358, 0.357, 0.379, 0.406, 0.451, 0.365], "de_lowest_kj_mol": 665.64, "homo_lumo_gap_ev": 7.3, "lumo_energy_ev": -1.6519, "smiles": "NCc1ccc2c(c1CC=O)C(=O)NC2=O.c1ccccc1.c1ccccc1.c1ccccc1.c1ccccc1.c1ccccc1"}

# 4
{"formula": "C3H2O2Tm", "method": "ωB97M-V with the def2-TZVPD basis set", "elements": ["H", "C", "C", "Tm", "O", "H", "O", "C"], "xyz": [[0.096, -1.972, 0.085], [0.475, -0.961, 0.125], [1.309, -0.013, 0.240], [3.708, 0.339, 0.684], [-1.540, -0.017, -0.427], [-2.363, -0.405, -0.051], [-0.327, 1.776, -0.212], [-1.358, 1.252, -0.443]], "mulliken_charge": [0.502, 0.356, -0.939, 2.203, -0.207, 0.457, -0.127, 0.755], "de_lowest_kj_mol": 320.53, "homo_lumo_gap_ev": [9.1, 5.2], "total_charge": 3, "lumo_energy_ev": [-15.3355, -17.3893], "multiplicity": 3}

Total energy: -197468.233 -8808.201 -52275.568 -36726.126 (eV)